1.
{
  "formula": "C6H13S",
  "method": "ωB97M-V with the def2-TZVPD basis set",
  "lumo_ev": 3.91,
  "multiplicity": 1,
  "e_above_lowest_kcal_mol": 13.1,
  "total_energy_ev": -17267.8179,
  "orbital_gap_ha": 0.229,
  "total_charge": -1,
  "symbols": ["C", "C", "C", "C", "H", "H", "H", "H", "H", "H", "H", "H", "C", "C", "S", "H", "H", "H", "H", "H"],
  "xyz": [[1.360, 0.165, 0.946], [2.438, -0.051, 0.130], [2.533, 0.326, -1.287], [1.204, -0.293, 2.398], [0.489, 0.615, 0.468], [3.321, -0.569, 0.573], [3.374, 1.040, -1.482], [2.701, -0.596, -1.892], [1.585, 0.738, -1.620], [2.103, -0.930, 2.562], [0.274, -0.809, 2.665], [1.321, 0.566, 3.060], [-3.476, -0.415, -1.118], [-2.291, 0.395, -0.404], [-0.911, 0.431, -1.551], [-3.234, -1.493, -1.147], [-3.696, -0.102, -2.144], [-4.417, -0.364, -0.541], [-2.021, -0.074, 0.568], [-2.656, 1.420, -0.186]],
  "nbo_charge": [-0.19, -0.20, -0.66, -0.64, 0.24, 0.15, 0.19, 0.20, 0.27, 0.19, 0.21, 0.20, -0.61, -0.53, -0.69, 0.19, 0.20, 0.16, 0.16, 0.17]
}

2.
{
  "formula": "C5H5NO",
  "method": "ωB97M-V with the def2-TZVPD basis set",
  "lumo_ev": 0.69,
  "multiplicity": 1,
  "e_above_lowest_kcal_mol": 33.5,
  "total_energy_ev": -8801.9677,
  "orbital_gap_ha": 0.407,
  "symbols": ["N", "C", "C", "C", "C", "C", "O", "H", "H", "H", "H", "H"],
  "xyz": [[2.620, 1.401, 0.647], [1.586, 1.143, 0.194], [0.279, 0.934, -0.395], [-0.890, 0.584, 0.477], [-0.413, -0.407, -0.552], [0.003, -1.725, 0.004], [-0.528, -2.744, -0.366], [0.081, 1.623, -1.214], [-0.649, 0.338, 1.509], [-1.843, 1.079, 0.328], [-0.987, -0.505, -1.467], [0.741, -1.720, 0.834]],
  "nbo_charge": [-0.30, 0.27, -0.33, -0.36, -0.31, 0.43, -0.50, 0.27, 0.23, 0.24, 0.25, 0.12]
}

3.
{
  "formula": "C36H63N9",
  "method": "ωB97M-V with the def2-TZVPD basis set",
  "lumo_ev": 0.35,
  "multiplicity": 1,
  "e_above_lowest_kcal_mol": 42.5,
  "total_energy_ev": -51762.1757,
  "orbital_gap_ha": 0.412,
  "symbols": ["C", "C", "C", "C", "N", "H", "H", "H", "H", "H", "H", "H", "C", "C", "C", "C", "N", "H", "H", "H", "H", "H", "H", "H", "C", "C", "C", "C", "N", "H", "H", "H", "H", "H", "H", "H", "C", "C", "C", "C", "N", "H", "H", "H", "H", "H", "H", "H", "C", "C", "C", "C", "N", "H", "H", "H", "H", "H", "H", "H", "C", "C", "C", "C", "N", "H", "H", "H", "H", "H", "H", "H", "C", "C", "C", "C", "N", "H", "H", "H", "H", "H", "H", "H", "C", "C", "C", "C", "N", "H", "H", "H", "H", "H", "H", "H", "C", "C", "C", "C", "N", "H", "H", "H", "H", "H", "H", "H"],
  "xyz": [[-0.398, -0.043, -4.114], [-0.938, -1.401, -4.676], [-1.238, -2.362, -3.524], [-2.043, -1.778, -2.454], [-2.671, -1.352, -1.576], [-0.096, 0.643, -4.906], [0.528, -0.202, -3.561], [-1.216, 0.376, -3.528], [-0.198, -1.740, -5.402], [-1.876, -1.291, -5.219], [-0.308, -2.729, -3.090], [-1.724, -3.244, -3.940], [3.048, -3.681, -0.168], [2.917, -5.085, 0.501], [4.226, -5.896, 0.612], [5.280, -5.170, 1.361], [6.128, -4.570, 1.849], [3.434, -2.895, 0.482], [2.074, -3.319, -0.497], [3.745, -3.774, -1.001], [2.191, -5.644, -0.090], [2.466, -5.006, 1.490], [4.732, -6.163, -0.316], [4.138, -6.843, 1.145], [0.827, 4.056, 1.296], [0.433, 4.543, 2.694], [-0.252, 3.472, 3.533], [0.528, 2.270, 3.790], [1.125, 1.289, 4.012], [1.436, 3.153, 1.275], [1.429, 4.788, 0.757], [-0.023, 3.848, 0.646], [-0.251, 5.389, 2.626], [1.351, 4.901, 3.160], [-1.146, 3.154, 2.998], [-0.672, 3.843, 4.468], [0.402, 0.781, -0.766], [0.978, -0.370, 0.118], [-0.126, -1.197, 0.725], [-1.130, -0.453, 1.479], [-1.936, 0.135, 2.069], [1.195, 1.373, -1.222], [-0.108, 1.460, -0.083], [-0.260, 0.441, -1.563], [1.628, 0.065, 0.876], [1.638, -1.061, -0.406], [0.210, -1.981, 1.403], [-0.628, -1.735, -0.079], [5.009, 2.604, -4.104], [3.557, 3.003, -4.293], [2.581, 1.845, -4.334], [2.909, 0.761, -5.310], [3.178, -0.101, -6.075], [5.435, 2.088, -4.965], [5.114, 1.920, -3.262], [5.689, 3.441, -3.943], [3.412, 3.559, -5.220], [3.217, 3.774, -3.602], [1.591, 2.198, -4.623], [2.536, 1.433, -3.326], [6.704, -0.067, -0.785], [6.994, -0.943, -1.932], [5.885, -1.956, -2.228], [4.506, -1.382, -2.316], [3.430, -0.888, -2.388], [6.677, -0.538, 0.198], [5.761, 0.480, -0.815], [7.437, 0.729, -0.659], [7.980, -1.398, -1.837], [7.172, -0.379, -2.848], [5.875, -2.696, -1.428], [6.161, -2.519, -3.120], [-6.238, 0.810, 4.671], [-5.478, 1.201, 3.369], [-4.711, 2.498, 3.505], [-3.863, 2.717, 4.711], [-3.219, 2.939, 5.635], [-5.468, 0.538, 5.392], [-6.893, -0.043, 4.491], [-6.823, 1.612, 5.122], [-6.160, 1.339, 2.529], [-4.692, 0.548, 2.992], [-5.486, 3.263, 3.548], [-4.186, 2.708, 2.573], [-4.931, -4.133, 4.864], [-5.338, -3.331, 3.560], [-4.294, -2.293, 3.155], [-2.871, -2.809, 2.913], [-1.799, -3.148, 2.673], [-5.690, -4.902, 5.005], [-4.856, -3.510, 5.755], [-3.984, -4.659, 4.737], [-6.314, -2.851, 3.630], [-5.417, -4.056, 2.750], [-4.201, -1.497, 3.894], [-4.586, -1.833, 2.211], [-3.584, 4.051, -1.907], [-2.752, 3.422, -0.745], [-2.950, 1.918, -0.820], [-4.338, 1.394, -0.779], [-5.458, 1.028, -0.729], [-4.629, 3.746, -1.865], [-3.114, 3.824, -2.864], [-3.586, 5.132, -1.767], [-3.142, 3.803, 0.198], [-1.674, 3.577, -0.778], [-2.521, 1.501, 0.091], [-2.419, 1.538, -1.692]],
  "mulliken_charge": [-0.28, -0.90, -0.47, 0.37, -0.41, 0.40, -0.10, 0.11, 0.40, 0.34, 0.19, 0.42, -0.58, -0.71, -0.47, 0.24, -0.47, 0.41, 0.04, 0.17, 0.36, 0.37, 0.27, 0.37, -0.46, -0.65, 0.32, 0.20, -0.57, 0.26, 0.46, -0.27, 0.34, 0.33, -0.33, 0.45, 0.47, 0.24, -0.27, -0.26, -0.30, 0.35, -0.26, -0.65, 0.35, -0.54, 0.70, -0.01, -1.00, -0.96, 0.73, 0.20, -0.62, 0.35, 0.08, 0.41, 0.38, 0.44, 0.37, -0.35, -1.23, -0.43, -0.18, 0.16, -0.40, 0.36, 0.26, 0.36, 0.37, 0.27, 0.11, 0.37, -1.34, 0.43, 0.21, 0.25, -0.53, 0.39, 0.32, 0.40, 0.33, -0.46, 0.44, -0.39, -1.17, -0.65, 0.19, 0.11, -0.48, 0.36, 0.31, 0.35, 0.36, 0.31, 0.04, 0.26, -1.35, -0.19, 2.10, -0.01, -0.66, 0.37, 0.29, 0.42, 0.19, 0.17, -0.95, -0.44]
}

4.
{
  "formula": "C13H23BrHgNP",
  "method": "ωB97M-V with the def2-TZVPD basis set",
  "lumo_ev": -0.29,
  "multiplicity": 1,
  "total_energy_ev": -98846.3844,
  "orbital_gap_ha": 0.239,
  "symbols": ["C", "C", "C", "C", "C", "C", "C", "C", "N", "Hg", "C", "P", "H", "H", "H", "H", "H", "H", "H", "H", "C", "C", "H", "C", "C", "H", "H", "H", "H", "H", "H", "H", "H", "H", "H", "H", "H", "H", "H", "Br"],
  "xyz": [[-2.685, 0.146, -2.479], [-1.337, 0.247, -2.840], [-0.307, -0.288, -2.039], [-0.644, -0.968, -0.836], [-2.016, -0.998, -0.444], [-3.022, -0.456, -1.263], [1.128, -0.036, -2.463], [2.040, 0.293, -1.268], [2.208, 1.728, -1.050], [0.697, -1.779, 0.496], [-2.359, -1.513, 0.943], [-0.923, -0.963, 1.989], [-1.062, 0.766, -3.766], [-4.068, -0.497, -0.936], [-3.463, 0.566, -3.126], [-2.372, -2.619, 0.989], [-3.333, -1.137, 1.305], [1.549, -0.922, -2.962], [1.137, 0.790, -3.195], [1.673, -0.235, -0.352], [-1.210, -1.668, 3.670], [-1.210, 0.846, 2.207], [3.044, -0.120, -1.495], [1.048, 2.365, -0.442], [3.432, 2.021, -0.320], [1.603, -2.813, 1.669], [1.223, 3.452, -0.361], [0.156, 2.212, -1.071], [0.819, 1.976, 0.582], [3.573, 3.114, -0.251], [3.439, 1.610, 0.721], [4.294, 1.592, -0.860], [-2.176, 1.048, 2.702], [-0.390, 1.278, 2.805], [-1.200, 1.309, 1.207], [-2.195, -1.366, 4.068], [-1.162, -2.768, 3.609], [-0.421, -1.319, 4.357], [2.058, -2.112, 1.631], [2.434, -2.782, -1.132]],
  "nbo_charge": [-0.20, -0.22, -0.02, -0.58, 0.03, -0.27, -0.47, -0.17, -0.44, 1.34, -0.74, 0.72, 0.21, 0.21, 0.22, 0.24, 0.24, 0.26, 0.22, 0.07, -0.95, -0.94, 0.23, -0.42, -0.41, 0.02, 0.20, 0.21, 0.15, 0.20, 0.15, 0.21, 0.23, 0.24, 0.26, 0.23, 0.24, 0.24, 0.04, -0.78]
}

5.
{
  "formula": "C2H3N3O",
  "method": "ωB97M-V with the def2-TZVPD basis set",
  "lumo_ev": 0.89,
  "multiplicity": 1,
  "e_above_lowest_kcal_mol": 20.7,
  "total_energy_ev": -8639.5976,
  "orbital_gap_ha": 0.376,
  "symbols": ["C", "C", "H", "H", "H", "N", "N", "N", "O"],
  "xyz": [[-0.848, -0.168, -0.167], [0.948, 0.676, -0.020], [-2.483, 0.593, 0.361], [1.735, 1.396, 0.025], [2.036, -1.265, 0.039], [-0.292, 1.000, -0.103], [1.185, -0.691, -0.049], [-0.100, -1.252, -0.043], [-2.180, -0.287, -0.043]],
  "nbo_charge": [0.55, 0.21, 0.49, 0.20, 0.43, -0.52, -0.39, -0.32, -0.66]
}

6.
{
  "formula": "C16H32CrO2P2",
  "method": "ωB97M-V with the def2-TZVPD basis set",
  "lumo_ev": [-0.74, -0.72],
  "multiplicity": 5,
  "e_above_lowest_kcal_mol": 8.2,
  "total_energy_ev": -68195.1139,
  "orbital_gap_ha": [0.192, 0.225],
  "symbols": ["P", "P", "C", "C", "H", "H", "H", "H", "C", "H", "H", "H", "C", "H", "H", "H", "C", "H", "H", "H", "C", "H", "H", "H", "Cr", "C", "C", "C", "C", "C", "C", "C", "C", "C", "H", "H", "H", "H", "H", "H", "H", "H", "H", "H", "H", "H", "H", "H", "H", "O", "C", "O", "H"],
  "xyz": [[-0.043, -1.757, 0.066], [1.368, 1.164, -0.885], [0.130, -1.268, -1.729], [1.317, -0.325, -2.018], [-0.840, -0.852, -2.027], [0.267, -2.213, -2.278], [2.303, -0.835, -1.987], [1.171, 0.066, -3.043], [0.189, 2.065, -2.055], [-0.261, 2.973, -1.639], [-0.624, 1.416, -2.417], [0.760, 2.370, -2.953], [2.722, 2.340, -1.016], [2.752, 2.750, -2.036], [3.689, 1.886, -0.779], [2.544, 3.166, -0.314], [-0.819, -3.409, -0.241], [-0.726, -3.994, 0.681], [-0.338, -3.944, -1.070], [-1.879, -3.269, -0.482], [1.754, -2.715, -0.200], [2.734, -2.106, -0.223], [1.610, -3.004, -1.254], [1.873, -3.602, 0.431], [1.996, -0.870, 0.830], [-1.391, 2.973, 0.497], [-2.360, 2.037, 0.460], [-3.142, 1.723, -0.768], [-3.879, 0.359, -0.676], [-2.952, -0.853, -0.565], [-1.977, -1.049, 0.337], [0.670, 1.399, 0.765], [-0.140, 2.623, 1.282], [2.990, -2.152, 2.164], [-1.376, 3.874, -0.134], [-2.588, 1.452, 1.363], [-2.460, 1.690, -1.635], [-3.830, 2.552, -1.003], [-4.608, 0.387, 0.166], [-4.450, 0.224, -1.611], [-3.330, -1.678, -1.207], [-2.175, -0.855, 1.412], [1.556, 1.324, 1.457], [-0.028, 0.529, 0.888], [-0.388, 2.269, 2.304], [0.516, 3.493, 1.373], [3.695, -1.639, 2.825], [3.520, -2.955, 1.636], [2.202, -2.584, 2.795], [-0.559, -0.444, 3.080], [0.561, -0.293, 3.634], [1.681, -0.009, 3.062], [0.595, -0.429, 4.738]],
  "nbo_charge": [0.95, 1.41, -0.73, -0.69, 0.25, 0.24, 0.24, 0.25, -0.94, 0.25, 0.24, 0.23, -0.96, 0.26, 0.25, 0.27, -0.93, 0.24, 0.21, 0.24, -0.98, 0.18, 0.22, 0.25, 0.81, -0.21, -0.16, -0.45, -0.44, -0.26, -0.48, -0.82, -0.43, -1.06, 0.19, 0.23, 0.20, 0.22, 0.21, 0.21, 0.19, 0.24, 0.28, 0.34, 0.26, 0.20, 0.21, 0.17, 0.21, -0.74, 0.65, -0.80, 0.08]
}

7.
{
  "formula": "C35H51AlCl3F5KLi2N2Na2O5S",
  "method": "ωB97M-V with the def2-TZVPD basis set",
  "lumo_ev": -5.14,
  "multiplicity": 1,
  "total_energy_ev": -144489.7687,
  "orbital_gap_ha": 0.050,
  "total_charge": 1,
  "symbols": ["C", "C", "C", "C", "C", "C", "C", "C", "C", "C", "C", "C", "C", "C", "C", "C", "C", "C", "C", "C", "C", "C", "C", "F", "C", "C", "C", "C", "O", "C", "N", "S", "N", "C", "H", "H", "H", "H", "H", "H", "H", "H", "H", "H", "H", "H", "H", "H", "H", "H", "H", "H", "H", "H", "H", "H", "H", "H", "H", "H", "H", "H", "H", "H", "H", "H", "H", "H", "H", "H", "H", "H", "H", "Li", "F", "Al", "F", "F", "F", "Na", "C", "O", "O", "O", "Li", "Cl", "C", "C", "O", "C", "C", "H", "H", "H", "H", "H", "H", "H", "H", "H", "H", "Na", "C", "Cl", "Cl", "H", "H", "K"],
  "xyz": [[1.573, -6.834, 5.078], [0.575, -5.693, 5.461], [0.856, -4.371, 4.684], [-0.415, -3.503, 4.510], [-0.727, -3.146, 3.027], [-0.242, -1.709, 2.645], [-1.247, -0.987, 1.693], [-0.529, -0.329, 0.469], [-0.892, 1.185, 0.269], [0.393, 1.988, 0.461], [1.237, 2.387, -0.535], [0.816, 2.003, -1.939], [1.845, 1.129, -2.722], [2.263, -0.144, -1.998], [2.961, -0.128, -0.789], [3.339, -1.295, -0.190], [3.033, -2.515, -0.754], [2.362, -2.554, -1.955], [1.987, -1.367, -2.559], [2.454, 3.140, -0.202], [3.372, 3.555, -1.368], [2.632, 4.448, -2.440], [3.238, 5.841, -2.654], [4.644, 5.821, -2.842], [2.765, 3.429, 1.096], [3.973, 4.179, 1.627], [4.961, 3.150, 2.310], [5.507, 1.983, 1.312], [4.451, 1.912, 2.476], [1.867, 3.027, 2.123], [2.031, 3.233, 3.428], [0.747, 2.543, 4.121], [-0.027, 1.964, 2.858], [0.697, 2.308, 1.794], [2.300, -7.006, 5.883], [2.123, -6.603, 4.157], [1.033, -7.782, 4.936], [0.687, -5.549, 6.545], [-0.449, -6.055, 5.298], [1.587, -3.828, 5.298], [1.323, -4.674, 3.735], [-0.324, -2.606, 5.131], [-1.278, -4.094, 4.858], [-1.804, -3.219, 2.819], [-0.194, -3.872, 2.391], [0.740, -1.839, 2.161], [-0.075, -1.116, 3.553], [-1.919, -1.758, 1.288], [-1.810, -0.247, 2.270], [-0.687, -0.914, -0.453], [0.548, -0.402, 0.675], [-1.392, 1.383, -0.685], [-1.596, 1.506, 1.046], [0.655, 2.911, -2.560], [-0.168, 1.475, -1.930], [1.339, 0.797, -3.657], [2.716, 1.695, -3.065], [3.197, 0.841, -0.352], [3.897, -1.308, 0.746], [3.298, -3.465, -0.295], [2.112, -3.488, -2.446], [1.460, -1.399, -3.515], [3.824, 2.663, -1.818], [4.221, 4.153, -1.032], [2.540, 3.889, -3.381], [1.605, 4.591, -2.079], [2.753, 6.288, -3.528], [2.980, 6.462, -1.784], [4.573, 4.702, 0.889], [3.644, 4.821, 2.455], [5.675, 3.549, 3.036], [5.134, 2.637, 0.443], [5.013, 1.096, 0.886], [-1.101, 1.519, -3.462], [-4.142, 1.448, 1.364], [-4.574, 2.698, 0.284], [-3.957, 4.183, 0.852], [-6.266, 2.767, 0.113], [-3.862, 2.361, -1.249], [5.766, 5.705, -0.827], [1.099, 0.288, 6.120], [0.748, -0.661, 5.393], [2.146, 1.006, 5.908], [0.393, 0.701, 7.148], [0.023, 2.489, 7.622], [-0.723, -3.407, -3.313], [-3.455, -4.527, -4.994], [-4.328, -3.284, -5.071], [-4.346, -2.690, -6.354], [-4.841, -3.510, -7.415], [-6.270, -3.973, -7.210], [-2.430, -4.298, -5.294], [-3.444, -4.915, -3.982], [-3.817, -5.318, -5.652], [-3.931, -2.535, -4.389], [-5.346, -3.492, -4.731], [-4.171, -4.360, -7.579], [-4.789, -2.899, -8.316], [-6.378, -4.597, -6.320], [-6.602, -4.558, -8.068], [-6.936, -3.117, -7.092], [-2.640, -5.606, -2.440], [-6.180, 7.136, 1.507], [-6.432, 8.349, 0.235], [-6.568, 5.514, 0.952], [-5.137, 7.160, 1.807], [-6.816, 7.382, 2.350], [-2.061, -1.536, -4.437]],
  "mulliken_charge": [-1.02, -0.40, -0.71, -0.51, -1.07, 0.56, -0.97, 0.45, -1.53, -0.31, 0.50, -1.28, -0.82, 0.29, 1.01, -0.29, -0.68, -0.83, -0.45, 0.79, 0.49, -0.83, -0.63, -0.36, 0.08, -0.19, 0.28, -0.91, -0.11, 0.79, -0.72, 0.24, -0.43, 0.34, 0.26, 0.32, 0.26, 0.33, 0.34, 0.24, 0.29, 0.26, 0.39, 0.52, 0.17, 0.16, -0.13, 0.48, 0.31, 0.27, -0.48, 0.34, 0.80, 1.21, -0.62, 0.37, 0.45, -0.58, 0.50, 0.43, 0.44, 0.37, 0.59, -1.20, 0.28, 0.37, 0.38, 0.36, -1.01, 0.68, 0.43, 0.23, 0.43, 0.86, -0.42, 0.68, -0.39, -0.43, -0.43, 0.96, 0.53, -0.65, -0.70, -0.92, 0.88, -0.83, -0.29, -0.65, -0.39, -0.34, -1.01, 0.47, -0.50, 0.42, 0.30, 0.33, 0.31, 0.34, 0.26, 0.39, 0.31, 0.90, -0.26, -0.19, -0.08, 0.24, 0.28, 0.98]
}

Q: Which formula does entry 7 have?
A: C35H51AlCl3F5KLi2N2Na2O5S